Record 1
The following is a quantum chemistry calculation of a molecular structure, C22H28FNS5SiTi, from OMol25.

XYZ file:
```
59
Properties=species:S:1:pos:R:3:forces:R:3
Ti -0.565094 0.586724 -0.532246 -0.22 -0.24 -0.24
C 1.054145 1.670198 1.608991 0.02 0.02 -0.06
C 1.023273 1.989917 0.173577 0.25 0.42 0.19
C 2.334683 1.557479 -0.329906 -0.12 -0.04 -0.06
C 3.030789 0.973241 0.686086 0.06 -0.02 0.15
C 2.234398 1.031921 1.891171 0.04 -0.15 -0.04
C 2.696083 0.485840 3.208208 0.03 0.02 -0.01
C 4.399560 0.365332 0.597647 -0.01 0.00 0.03
C 2.872556 1.829548 -1.702032 -0.01 0.02 -0.01
C 0.649540 3.432469 -0.187197 0.00 -0.04 0.01
C 0.060067 2.178889 2.613602 0.00 0.01 0.00
H 1.964410 0.654998 3.997719 0.00 0.00 0.00
H 3.636484 0.949009 3.523236 -0.02 0.00 -0.01
H 2.881061 -0.593500 3.157806 0.01 0.01 -0.01
H 4.569678 -0.099952 -0.375419 0.00 0.00 -0.01
H 4.547963 -0.405369 1.358056 -0.01 0.01 0.00
H 5.188544 1.110871 0.740881 -0.01 0.00 0.00
H 2.083676 1.900131 -2.449112 -0.01 0.00 0.01
H 3.577280 1.056013 -2.019348 -0.01 0.00 0.01
H 3.414478 2.781982 -1.722098 0.01 0.00 0.00
H 0.630462 3.583087 -1.266582 -0.02 -0.01 -0.01
H 1.402618 4.110640 0.238055 -0.01 -0.01 -0.02
H -0.324557 3.721584 0.204250 -0.01 -0.02 0.00
H 0.236731 3.241301 2.815675 0.00 -0.01 0.00
H 0.136749 1.647029 3.563086 0.00 0.01 0.00
H -0.973730 2.105779 2.274582 -0.01 -0.02 -0.03
C 1.860142 -1.869825 0.139219 0.16 0.03 -0.03
Si 0.152293 -2.148042 0.833785 -0.21 0.08 -0.10
C 0.167024 -3.989676 1.202727 -0.02 -0.18 0.02
C -0.194513 -1.383077 2.504555 -0.01 0.07 0.13
N -0.988277 -1.439467 -0.303392 -0.12 -0.21 -0.11
C -2.051421 -2.164443 -0.882626 0.22 0.11 0.17
C -2.311766 -3.531713 -0.684234 -0.08 0.06 -0.08
C -3.374615 -4.197250 -1.284543 0.08 0.04 0.04
C -4.247968 -3.532663 -2.125890 -0.02 0.04 -0.03
C -4.032661 -2.180093 -2.352038 -0.01 -0.06 0.01
C -2.972370 -1.551916 -1.741696 0.03 -0.01 0.04
F -2.808834 -0.241529 -1.989685 -0.02 0.06 -0.07
H 2.622327 -1.764045 0.915542 -0.04 -0.07 -0.03
H 1.939191 -0.989756 -0.499270 0.02 0.01 0.00
H 2.106566 -2.745330 -0.469746 0.01 0.03 -0.02
H 1.016542 -4.138613 1.879320 -0.02 0.00 -0.01
H 0.335900 -4.608998 0.319334 0.02 0.00 0.04
H -0.730441 -4.339622 1.715758 0.06 -0.02 0.03
H 0.676859 -1.358962 3.162158 -0.03 -0.05 -0.02
H -0.971520 -1.986482 2.984575 -0.01 0.03 0.02
H -0.576926 -0.366089 2.423676 0.01 0.01 0.03
H -1.665792 -4.097392 -0.044001 0.01 -0.07 0.03
H -3.512029 -5.252969 -1.083664 0.02 0.00 0.01
H -5.077296 -4.045588 -2.594786 0.01 0.01 0.00
H -4.674546 -1.592985 -2.995852 0.01 0.01 0.01
S -5.051136 4.731265 -4.460010 0.05 0.06 0.02
C -3.975353 3.869920 -3.542310 -0.06 -0.12 -0.03
S -2.556351 3.128551 -4.162725 0.11 -0.02 -0.13
C -1.977069 2.384285 -2.690869 0.16 -0.05 -0.13
C -2.741526 2.589212 -1.603610 -0.06 0.01 0.19
S -2.472686 1.957529 0.014315 0.03 0.04 -0.10
S -4.169246 3.562263 -1.864666 -0.09 0.04 0.14
S -0.504349 1.428340 -2.788041 -0.14 0.11 0.02
```
Forces are in eV/Å.

Summary:
E (a.u.): -4139.82095
Net charge: -1
LUMO (spin up / spin down) (eV): 2.52 / 2.53
Spin multiplicity: 2
ΔE to the lowest compared entry with this formula, charge and spin (kJ/mol): 211.9
Gap between HOMO and LUMO (spin up / spin down) (eV): 7.0 / 7.0

---

Record 2
The following is a quantum chemistry calculation of a molecular structure, C22H28GaN7O6P, from OMol25.

XYZ file:
```
65
Properties=species:S:1:pos:R:3:forces:R:3
Ga -0.025578 -1.122938 -0.466561 -0.50 0.05 0.05
O -2.752628 -4.260655 3.102701 0.47 0.45 0.32
C -1.901279 -3.473568 3.780787 -0.40 -0.38 -0.09
C -1.983384 -3.545492 5.169834 -0.20 -0.20 0.30
C -1.144297 -2.789138 5.943414 0.14 0.15 0.56
C -0.187135 -1.923466 5.371114 -0.10 -0.16 0.57
C -0.113224 -1.840734 4.019173 0.17 0.14 -0.29
C -0.964654 -2.605230 3.187557 -0.03 0.02 -0.14
C -0.833779 -2.421603 1.768890 -0.26 -0.56 -0.62
O 0.044647 -1.537849 1.359820 0.22 0.01 0.15
N -1.568063 -3.142342 0.882555 0.76 1.05 -0.37
N -1.228537 -2.698863 -0.388984 0.00 -0.05 2.25
C -1.607821 -3.203268 -1.468451 -0.21 -0.39 -1.70
C -1.021012 -2.539468 -2.687849 -0.23 -0.22 1.03
C -1.336667 -2.908800 -3.959827 -0.31 -0.37 -0.82
C -0.732083 -2.245482 -5.026016 -0.35 -0.39 -0.36
C 0.175172 -1.235619 -4.780615 0.18 0.19 -0.23
C 0.450265 -0.911010 -3.473049 -0.14 -0.24 0.64
N -0.139493 -1.550186 -2.440708 0.39 0.25 -0.43
H -2.568482 -4.137210 2.166753 -0.20 -0.19 -0.66
H -2.722818 -4.220359 5.607596 0.28 0.25 -0.15
H -1.222855 -2.860613 7.030495 0.05 0.03 -0.33
H 0.474570 -1.338123 6.003413 -0.17 -0.11 -0.08
H 0.601819 -1.175284 3.549069 -0.10 -0.02 0.03
H -2.275121 -4.063611 -1.519760 0.09 0.13 -0.14
H -2.048381 -3.713021 -4.123588 0.11 0.13 -0.05
H -0.972956 -2.526311 -6.050858 0.04 0.04 0.25
H 0.672061 -0.708991 -5.588746 -0.09 -0.07 0.12
H 1.168115 -0.140081 -3.224940 -0.04 -0.02 0.08
O -1.570955 5.662038 -4.268042 0.14 0.04 0.65
C -1.386838 6.023062 -2.914601 -0.56 -0.74 -0.33
N -1.762848 4.872210 -2.065454 -0.35 0.29 -0.32
C -0.890697 4.086395 -1.448247 2.16 0.65 -0.12
O 0.337497 4.341911 -1.372671 -1.35 -1.00 0.22
C -1.439650 2.833647 -0.831672 0.33 0.04 -0.17
C -2.592884 2.817270 -0.072839 -0.60 0.50 0.15
C -3.032682 1.639511 0.496430 -0.51 0.23 0.27
C -2.309174 0.496990 0.310941 0.96 -0.31 -0.50
N -1.165454 0.491082 -0.424839 -0.13 1.23 -0.15
C -0.736852 1.658426 -0.995959 -0.76 -0.91 0.73
H -2.183435 6.270739 -4.690354 -0.04 0.06 -0.05
H -1.983339 6.873577 -2.624687 -0.28 0.24 0.04
H -0.361890 6.221790 -2.701808 0.78 0.12 0.05
H -2.705830 4.532180 -2.168334 -0.11 0.06 -0.09
H -3.162869 3.735169 0.085461 0.18 -0.22 -0.03
H -3.934477 1.608322 1.095727 0.06 0.02 -0.05
H -2.617356 -0.437239 0.753758 0.04 -0.19 0.03
H 0.166828 1.641778 -1.583929 0.13 -0.12 -0.04
N 2.960191 2.782703 0.407704 0.15 -0.51 -1.53
C 3.544157 1.554443 -0.319792 0.13 1.05 0.05
P 2.798395 0.089067 0.396689 -0.79 -0.24 2.30
O 2.524528 0.440328 1.834109 -0.04 0.01 -0.99
O 1.691485 -0.357049 -0.546096 0.39 0.13 -0.42
C 4.032150 -1.251600 0.510667 0.23 -0.41 1.11
N 4.077373 -1.721353 2.008878 -0.09 0.37 -1.80
H 3.660376 3.495838 0.543615 0.48 0.46 -0.10
H 2.619146 2.532962 1.323821 -0.36 -0.56 0.78
H 2.194415 3.205811 -0.140018 -0.13 0.10 0.04
H 4.618907 1.540950 -0.151884 0.03 0.14 0.02
H 3.357569 1.619228 -1.387112 -0.01 0.32 -0.05
H 5.020292 -0.907692 0.228169 0.23 -0.07 0.09
H 3.764371 -2.083900 -0.123989 0.01 -0.32 0.03
H 3.672167 -2.630914 2.141373 -0.36 -0.74 -0.10
H 3.550749 -1.072173 2.583832 -0.56 0.79 0.20
H 5.010210 -1.766169 2.367908 1.00 -0.02 0.17
```
Forces are in eV/Å.

Summary:
E (a.u.): -3955.29966
Net charge: +3
LUMO (eV): -8.67
Spin multiplicity: 1
Gap between HOMO and LUMO (eV): 6.4

---

Record 3
The following is a quantum chemistry calculation of a molecular structure, C22H28N2P2ReS, from OMol25.

XYZ file:
```
56
Properties=species:S:1:pos:R:3:forces:R:3
C -1.352857 3.345322 -2.500986 -0.23 -0.03 0.56
C -1.287333 2.105388 -1.850121 1.20 0.42 -0.29
C 0.004337 1.587489 -1.593854 -0.01 0.45 -0.35
C 1.134827 2.393314 -1.753065 0.20 0.42 0.08
C 1.028527 3.672008 -2.299234 0.44 -0.03 0.20
C -0.212654 4.131929 -2.694895 0.21 0.10 -0.10
C 2.410417 1.857935 -1.172444 0.54 0.47 -0.18
C 2.557506 0.441753 -1.653282 0.22 0.05 0.13
C 1.427465 -0.368674 -1.551341 0.20 -0.52 0.12
C 1.501201 -1.765602 -1.740421 0.39 0.64 -0.27
C 2.697515 -2.269957 -2.259153 -0.05 -0.33 0.45
C 3.812426 -1.444124 -2.417952 0.24 -0.27 -0.24
C 3.749867 -0.096123 -2.126878 0.20 0.28 0.45
H -2.306603 3.766666 -2.802740 -0.05 -0.17 0.19
H 1.923822 4.319017 -2.377408 -0.66 -0.53 0.03
H -0.259482 5.147956 -3.089136 -0.34 -0.39 -0.07
H 3.303554 2.464819 -1.434899 -0.67 -0.32 0.04
H 2.795046 -3.333207 -2.489868 -0.10 0.28 0.18
H 4.781088 -1.854794 -2.709901 -0.46 -0.05 -0.12
H 4.662179 0.515427 -2.179180 -0.56 -0.22 -0.03
N 0.195618 0.236455 -1.125938 0.71 0.71 -0.70
Re -0.130811 -0.011380 0.760021 1.82 4.13 0.35
C -2.436018 1.334836 -1.305764 0.38 -0.84 -0.05
H -2.544315 0.390903 -1.864623 -0.21 0.16 0.19
H -3.372309 1.900748 -1.340548 0.12 -0.16 0.10
C 0.333310 -2.586444 -1.285449 -0.57 0.07 0.24
H -0.580606 -2.329378 -1.850870 0.32 -0.40 0.09
H 0.555611 -3.658571 -1.275500 -0.21 0.11 -0.48
P -2.087848 0.897203 0.504449 -4.08 3.51 -2.41
P -0.006142 -2.177060 0.505152 1.87 -4.87 -1.90
C 1.380338 -3.057021 1.256310 -0.29 -0.19 0.16
H 1.239892 -3.057423 2.344608 0.25 -0.35 -0.31
H 1.280754 -4.058228 0.805269 0.52 0.13 0.56
H 2.338096 -2.585192 0.988427 -0.32 -0.27 0.04
C -1.468101 -3.050457 0.994406 -0.06 -0.34 0.20
H -1.115174 -4.091560 0.925618 -0.87 0.02 0.22
H -1.703717 -2.741599 2.027787 -0.14 -0.49 -0.42
H -2.282335 -2.814010 0.294434 0.20 -0.42 0.34
C -2.453233 2.531997 1.211490 0.09 -0.17 0.42
H -3.455549 2.831120 0.885308 0.12 -0.06 0.16
H -2.425165 2.427044 2.302255 0.00 0.38 -0.11
H -1.713095 3.270891 0.870432 -0.21 -0.33 0.17
C -3.577934 -0.039155 0.825162 -0.02 -0.56 0.43
H -3.840550 0.136858 1.871924 -0.37 -0.31 -0.16
H -4.345731 0.362954 0.150742 0.08 -0.22 0.35
H -3.400895 -1.103015 0.626757 -0.39 0.29 0.14
H 2.324560 1.925569 -0.059963 0.10 -0.28 -0.52
H -0.039079 1.604136 1.185955 0.43 0.79 0.55
S -1.038106 -1.332321 4.996819 1.21 0.75 -0.94
C 0.688130 -1.402030 4.764449 0.39 0.26 -0.56
C 1.109079 -0.829532 3.585037 -1.99 -0.20 0.36
N 0.000292 -0.365580 2.842285 -0.65 -0.26 1.80
C -1.173349 -0.496808 3.499421 1.76 -0.39 0.21
H 1.352444 -1.862670 5.483214 -0.25 0.02 0.12
H 2.128013 -0.736697 3.174542 -0.74 -0.09 0.41
H -2.106947 -0.081124 3.123135 0.30 -0.37 0.17
```
Forces are in eV/Å.

Summary:
E (a.u.): -2123.18064
Net charge: +2
LUMO (spin up / spin down) (eV): -7.03 / -8.55
Spin multiplicity: 4
ΔE to the lowest compared entry with this formula, charge and spin (kJ/mol): 0.0
Gap between HOMO and LUMO (spin up / spin down) (eV): 6.8 / 5.3